Computed, not measured: the ion C4H12N2 with charge +1 in a non-equilibrium geometry, with ωB97M-V with the def2-TZVPD basis set.

```
18
Properties=species:S:1:pos:R:3:forces:R:3
N 1.878 0.199 -0.600 -0.4 -0.5 -1.4
N -1.241 0.579 0.407 -0.3 -0.4 -1.3
C 1.512 -0.782 0.351 0.7 0.6 3.2
C -1.398 1.982 -0.218 2.2 -1.2 0.0
C -0.931 -0.725 -0.182 1.0 1.1 -3.0
C 0.186 -1.588 0.460 0.1 1.8 0.8
H -0.748 -0.539 -1.323 0.2 -0.1 1.9
H -0.879 1.807 -1.210 -1.6 0.6 0.6
H 1.307 1.017 -0.588 -0.2 0.6 0.2
H 1.834 -0.171 -1.532 0.3 0.0 -0.6
H -1.061 0.533 1.376 -0.1 0.5 1.6
H 0.018 -1.776 1.594 0.1 0.0 -2.1
H 1.634 -0.218 1.308 -0.2 -0.6 -0.2
H -0.570 2.492 0.355 -1.3 0.1 -0.3
H -1.791 -1.326 -0.325 -1.7 -0.6 0.6
H 0.391 -2.500 -0.104 -1.0 -0.1 0.1
H -2.407 2.555 -0.163 1.7 -1.6 -0.1
H 2.267 -1.539 0.395 0.7 -0.3 -0.1
```
Forces are in eV/Å.

Calculated values
relative energy (zero: lowest compared OMol25 entry of this formula, charge and spin): 39.2 kcal/mol
E_LUMO (alpha / beta): -3.17 / -7.73 eV
multiplicity: 2
total charge: +1
frontier orbital gap (alpha / beta): 10.358 / 5.724 eV

Atomic partial charges in e from the natural (NBO) method, atoms 1 to 4:
1. N -0.772
2. N -0.136
3. C -0.238
4. C -0.464

---

Computed, not measured: a structure of composition C27H29ClN5O2Pd, with ωB97M-V with the def2-TZVPD basis set.

```
65
Properties=species:S:1:pos:R:3:forces:R:3
Pd 0.920 -1.274 -0.469 0.2 -0.2 0.2
Cl -4.733 -1.893 3.917 0.1 0.0 -0.1
O -1.017 0.480 -0.217 0.1 -0.2 0.2
O -0.780 -3.150 -0.253 0.1 0.1 -0.1
N -2.323 2.332 -0.236 0.0 0.1 0.1
N -0.086 -1.986 -3.179 -0.3 -0.3 0.0
N -0.084 2.456 0.459 0.0 0.1 0.0
N 1.214 -2.207 1.656 0.1 0.0 0.4
N 3.049 -1.156 -0.092 -0.1 0.0 0.3
C -1.117 1.673 -0.003 -0.2 -0.1 -0.2
C -0.113 0.431 -3.135 0.0 -0.1 -0.1
C -2.197 -2.020 2.913 0.0 0.0 0.0
C -3.922 -2.883 1.493 -0.2 0.0 0.1
C -3.518 -2.289 2.702 -0.2 -0.1 -0.1
C 1.246 1.889 0.514 0.0 0.0 0.1
C 3.381 -1.207 1.244 -0.3 -0.1 -0.2
C -3.002 -3.177 0.531 0.2 0.0 -0.1
C 5.194 -0.167 -0.546 -0.3 -0.1 -0.1
C -2.485 0.463 -4.554 -0.1 0.1 0.0
C 0.133 -1.951 2.317 -0.2 0.0 -0.3
C -1.587 -2.915 0.681 -0.1 0.1 0.1
C 2.769 -1.825 3.502 0.3 0.0 0.3
C 3.934 -0.675 -0.935 0.2 0.1 -0.1
C 4.023 -1.359 3.960 -0.3 -0.2 0.1
C -1.903 1.670 -4.187 0.1 -0.2 0.0
C 2.421 -1.749 2.176 -0.2 0.0 -0.7
C 5.528 -0.202 0.772 0.1 0.0 0.2
C 4.932 -0.823 3.101 0.0 0.1 -0.3
C 4.621 -0.744 1.714 0.3 0.1 0.2
C -0.707 1.631 -3.474 0.1 0.0 0.0
C -1.212 -2.341 1.958 0.1 0.1 0.3
C -0.699 -0.788 -3.500 0.0 0.1 0.0
C -3.416 1.445 -0.605 -0.1 -0.1 -0.2
C -1.894 -0.747 -4.225 0.0 0.0 0.0
C -0.307 3.612 1.296 0.0 0.1 0.0
C -2.310 3.560 -1.015 0.0 0.1 -0.1
H 6.486 0.173 1.117 0.0 0.0 0.0
H 3.643 -0.689 -1.979 0.0 0.0 0.0
H -1.316 4.000 -1.027 0.0 0.0 0.0
H -2.366 2.614 -4.443 0.0 0.0 0.0
H -0.738 -2.752 -3.069 0.0 0.0 -0.1
H 0.792 0.394 -2.531 0.0 0.0 0.0
H 5.892 -0.460 3.446 0.0 0.0 0.0
H -2.370 -1.676 -4.518 0.0 0.0 0.0
H -3.011 4.298 -0.616 0.0 0.0 0.1
H 5.869 0.227 -1.293 0.0 0.0 0.0
H -4.973 -3.093 1.331 0.0 0.0 0.0
H 1.550 1.708 1.552 0.0 0.0 0.0
H -2.587 3.345 -2.054 0.0 0.0 0.1
H -0.229 2.555 -3.163 0.0 0.0 0.0
H 4.253 -1.433 5.016 0.0 0.0 0.0
H 0.202 -1.323 3.218 0.0 0.0 0.0
H -3.310 -3.613 -0.412 0.0 0.0 0.0
H -3.455 0.585 0.058 0.0 0.0 0.1
H -1.370 3.806 1.413 0.0 0.0 0.0
H -3.295 1.075 -1.630 0.0 0.0 0.0
H -3.421 0.460 -5.102 0.0 0.0 0.0
H 1.970 2.567 0.052 0.0 0.0 0.0
H -4.352 2.001 -0.535 0.0 0.0 0.0
H 0.166 4.510 0.883 0.0 0.0 0.0
H 1.250 0.929 -0.014 0.1 0.0 0.0
H -1.892 -1.542 3.838 0.0 0.0 0.0
H 0.120 3.436 2.289 0.0 0.0 0.0
H 0.465 -1.947 -2.307 0.2 0.1 -0.2
H 2.072 -2.272 4.199 0.0 0.0 0.0
```
Forces are in eV/Å.

Calculated values
relative energy (zero: lowest compared OMol25 entry of this formula, charge and spin): 12.3 kcal/mol
E_LUMO: 2.66 eV
total charge: -1
frontier orbital gap: 5.585 eV

Atomic partial charges in e from the natural (NBO) method, atoms 1 to 4:
1. Pd 0.229
2. Cl -0.080
3. O -0.644
4. O -0.725

---

Computed, not measured: a structure of composition C45H62N6O5Ti in a non-equilibrium geometry, with ωB97M-V with the def2-TZVPD basis set.

```
119
Properties=species:S:1:pos:R:3:forces:R:3
Ti -0.139 1.189 0.432 -0.2 0.3 0.5
O 1.035 -2.187 -0.109 -0.1 -0.1 -0.1
O -0.502 -3.374 -3.468 0.2 0.0 -0.5
O -0.574 -1.416 -2.424 0.0 -0.2 -0.3
O -0.568 2.915 0.649 -2.2 1.1 0.2
O 0.778 2.711 0.655 2.3 0.4 0.2
N 1.757 0.402 0.450 0.9 -0.3 0.2
N -0.305 0.515 2.350 -0.1 -0.1 0.3
N 2.841 -3.527 -0.129 0.1 -0.3 0.3
N -2.216 0.980 0.361 -0.7 0.0 -0.4
N -0.139 1.169 -1.566 0.1 -0.1 -0.6
N -2.150 -4.523 -1.845 0.1 -0.3 0.4
C -0.707 1.346 -3.788 1.0 0.0 -0.4
C -2.647 -2.456 -0.718 0.2 0.0 -0.2
C -2.568 1.343 2.751 0.4 -0.1 0.1
C -5.348 3.157 -1.885 -0.1 -0.2 -0.1
C -3.020 1.310 1.428 0.2 -0.1 0.4
C 3.874 -0.134 1.134 0.2 -0.1 -0.5
C -0.828 -2.585 -2.438 -0.1 -0.2 0.2
C -2.992 1.110 -0.741 0.2 0.0 0.3
C -6.107 0.845 2.610 0.0 0.2 0.0
C 4.967 -0.602 2.043 0.0 0.2 0.1
C 0.645 1.516 -3.705 -1.1 0.1 -0.6
C -3.754 -2.690 -1.745 0.0 -0.1 0.0
C 3.983 0.424 -0.129 0.3 -0.2 0.5
C 2.273 1.271 -1.772 0.0 0.1 -0.1
C -1.305 0.945 3.172 -0.9 0.0 -0.6
C 2.119 0.882 6.163 0.0 -0.1 0.0
C 2.644 0.743 -0.530 -0.3 0.3 -0.4
C -1.634 2.781 5.892 -0.1 -0.2 0.1
C -3.495 -4.117 -2.281 -0.3 0.0 -0.3
C -1.198 1.168 -2.438 -1.2 -0.2 0.6
C 1.498 1.774 -4.914 0.1 0.0 0.0
C 0.697 0.053 3.170 1.4 -0.4 -0.7
C -2.515 1.066 -2.077 0.9 0.1 -0.6
C 3.014 1.762 -4.773 -0.1 0.0 -0.2
C 0.987 1.364 -2.299 0.7 -0.3 0.6
C 2.652 -3.872 1.262 -0.2 0.1 0.1
C 1.943 -0.351 2.755 -0.8 0.1 0.8
C -4.344 1.609 0.982 -0.2 0.0 -0.7
C -2.063 2.741 -5.371 0.0 -0.2 0.0
C -5.433 1.721 -1.358 0.1 0.2 0.0
C -1.564 1.338 -5.011 0.0 0.1 0.0
C 2.485 -0.096 1.472 -0.3 0.2 -0.6
C 2.391 -2.159 -2.088 -0.2 0.2 0.0
C 5.767 0.573 2.616 0.0 -0.2 0.0
C -5.498 2.020 1.839 0.1 -0.2 0.0
C -4.330 1.454 -0.389 -0.3 -0.1 0.7
C 4.016 -4.060 -0.778 0.1 0.1 -0.2
C -1.526 -3.320 -1.297 0.1 0.2 0.2
C -0.918 0.791 4.560 0.8 -0.5 0.6
C 6.119 -0.491 -1.208 -0.1 0.2 0.0
C 2.021 -2.605 -0.698 -0.1 -0.1 0.0
C 0.302 0.185 4.561 -1.0 0.2 0.6
C 1.130 -0.210 5.741 0.0 0.2 0.0
C 5.225 0.718 -0.920 0.0 -0.1 0.0
C -1.719 1.261 5.728 0.1 0.1 -0.1
H 2.769 0.512 6.954 0.1 0.0 0.0
H -4.752 -2.600 -1.326 -0.1 0.1 0.0
H -2.230 3.096 6.745 -0.1 0.1 0.1
H -2.697 2.708 -6.255 -0.1 0.0 -0.1
H 1.739 -1.337 -2.365 0.0 -0.1 0.0
H -1.225 3.401 -5.578 0.1 0.1 0.0
H 3.469 -3.476 1.872 0.0 0.0 0.0
H -2.765 0.970 5.603 0.0 -0.1 0.1
H -2.333 -1.413 -0.643 -0.1 -0.2 0.1
H -1.002 0.930 -5.857 0.0 0.0 0.1
H 4.821 -3.321 -0.833 0.1 0.0 0.0
H -6.907 1.199 3.258 -0.1 0.0 0.1
H -3.260 1.076 -2.859 0.0 0.1 -0.1
H -6.130 3.342 -2.620 0.0 0.1 -0.1
H 3.360 0.827 -4.339 0.1 0.0 0.0
H 2.615 -0.753 3.499 0.0 0.1 0.1
H 3.091 1.556 -2.407 -0.1 -0.1 -0.1
H -3.526 -4.130 -3.374 -0.1 0.0 0.1
H 3.369 2.601 -4.181 0.1 0.0 0.1
H -3.657 -1.964 -2.551 0.0 0.1 -0.1
H 1.588 1.753 6.543 0.0 0.1 0.0
H 5.639 -1.277 1.504 0.0 0.0 0.1
H -0.907 -4.255 -3.314 0.0 0.2 0.3
H 0.472 -0.420 6.588 0.0 -0.1 -0.1
H -2.637 3.164 -4.550 0.0 0.1 0.1
H -2.204 -5.239 -1.128 0.0 0.1 -0.1
H 6.298 1.092 1.823 0.1 0.1 0.0
H 2.261 -2.962 -2.811 0.0 -0.1 -0.1
H 1.683 -1.125 5.511 -0.1 0.0 0.0
H 3.463 1.853 -5.761 0.0 0.0 -0.1
H -3.267 1.651 3.515 -0.1 0.0 0.0
H 4.945 1.156 -1.879 0.0 0.1 0.1
H -4.240 -4.829 -1.923 0.0 0.0 0.0
H -5.353 0.355 3.221 0.0 -0.1 0.1
H -0.757 -3.558 -0.558 0.0 0.0 -0.1
H 4.381 -4.916 -0.212 -0.1 0.0 0.0
H 1.232 1.023 -5.663 -0.1 0.0 0.0
H 1.715 -3.423 1.589 0.1 -0.1 0.1
H 2.736 1.192 5.320 0.0 0.1 0.0
H 3.423 -1.824 -2.108 0.2 0.0 -0.1
H -6.521 0.111 1.923 0.0 -0.1 -0.1
H 4.545 -1.172 2.875 0.0 -0.1 -0.1
H -5.168 2.779 2.553 0.0 0.1 0.0
H -6.271 2.469 1.213 0.1 0.1 0.0
H 5.824 1.467 -0.392 -0.1 0.0 -0.1
H 3.777 -4.394 -1.788 0.1 0.0 0.0
H 1.202 2.743 -5.330 0.0 -0.1 -0.1
H 6.494 0.229 3.351 0.1 0.0 0.0
H -5.462 3.861 -1.063 0.0 0.1 0.0
H 5.095 1.280 3.101 0.0 0.1 0.0
H -2.931 -2.818 0.270 0.0 0.0 0.0
H 2.608 -4.958 1.386 0.0 0.0 0.0
H 6.890 -0.222 -1.927 0.1 0.0 0.0
H -4.380 3.331 -2.354 0.0 0.1 0.0
H -5.376 1.020 -2.195 -0.1 0.0 0.0
H 5.547 -1.311 -1.636 -0.1 -0.1 0.0
H -2.419 0.679 -4.846 0.0 0.0 0.0
H -0.604 3.086 6.061 0.1 0.1 0.0
H -1.345 0.785 6.637 -0.1 -0.1 0.0
H -2.003 3.288 5.003 0.0 0.1 -0.1
H -6.397 1.575 -0.865 0.0 -0.1 -0.1
H 6.616 -0.841 -0.308 0.0 -0.1 0.1
```
Forces are in eV/Å.

Calculated values
relative energy (zero: lowest compared OMol25 entry of this formula, charge and spin): 10.7 kcal/mol
E_LUMO (alpha / beta): -0.30 / -2.25 eV
multiplicity: 3
frontier orbital gap (alpha / beta): 4.622 / 4.647 eV

Atomic partial charges in e from the Löwdin method, atoms 1 to 4:
1. Ti 1.053
2. O 0.027
3. O 0.112
4. O 0.120

---

Number 1: energy -268.73845 a.u.. Number 2: energy -2058.64700 a.u.. Number 3: energy -3306.21642 a.u..